Entry from the Open Molecules 2025 dataset: 10 unconnected molecules or ions with the total composition C19H54F3O21S (ωB97M-V/def2-TZVPD).

Each line ends with the Löwdin charge.
Element x y z (Å)
C: 6.42327 -18.68206 8.99246  -0.6039
F: 7.16158 -18.75922 10.09823  0.1369
F: 6.91308 -19.53863 8.06467  0.1148
F: 5.16732 -19.05501 9.37604  0.0984
S: 6.41837 -16.93959 8.28356  0.4449
O: 5.75365 -17.14465 7.03700  -0.3065
O: 5.67619 -16.25590 9.28015  -0.2717
O: 7.81609 -16.64514 8.17087  -0.2826
C: 2.73414 -13.57149 7.25436  -0.2108
C: 3.94502 -12.63132 7.36781  -0.2616
O: 3.96075 -11.96809 8.59660  -0.0678
O: 2.78635 -14.72628 8.08368  -0.0677
H: 2.69802 -13.78803 6.17366  0.1111
H: 1.85670 -12.92689 7.49570  0.1395
H: 3.83079 -11.84996 6.63399  0.1132
H: 4.92867 -13.17521 7.15179  0.1310
H: 4.09135 -12.57003 9.36404  0.0951
H: 3.62369 -15.16286 8.01826  0.0644
C: 8.32302 -19.20612 3.61194  -0.2369
C: 7.06417 -18.74531 4.30608  -0.2292
O: 6.05533 -18.72200 3.29765  -0.0920
O: 8.79621 -18.13834 2.83924  -0.1101
H: 8.12933 -20.10076 2.97471  0.1283
H: 9.20105 -19.37457 4.25324  0.1279
H: 7.20075 -17.71296 4.60967  0.0952
H: 6.73651 -19.37080 5.13480  0.1138
H: 5.31633 -18.12955 3.48191  0.0351
H: 8.13929 -17.87641 2.13156  0.1226
C: 2.82620 -18.26981 5.53016  -0.2838
C: 3.01385 -17.13447 4.50933  -0.1643
O: 4.46497 -16.82612 4.40537  -0.1272
O: 3.06301 -17.98597 6.87875  -0.0883
H: 3.41063 -19.22543 5.31319  0.1345
H: 1.75327 -18.66109 5.43424  0.1324
H: 2.43848 -16.26913 4.95398  0.1231
H: 2.59964 -17.39334 3.52516  0.1185
H: 4.75109 -16.67466 5.34910  0.0685
H: 4.02066 -18.02327 7.11936  0.0591
C: 10.80196 -18.08698 8.10965  -0.2691
C: 11.07681 -17.06993 9.23236  -0.2313
O: 10.94755 -17.76473 10.46662  -0.0503
O: 9.64409 -18.81602 8.32226  -0.0848
H: 11.66824 -18.74414 8.07261  0.1190
H: 10.67593 -17.50222 7.17510  0.1270
H: 10.43220 -16.15074 9.12509  0.1187
H: 12.05996 -16.70386 9.16284  0.0898
H: 10.44065 -18.52932 10.33402  0.0372
H: 8.95440 -18.11265 8.27229  0.0401
C: 2.44498 -21.49706 7.93308  -0.1974
C: 3.86564 -21.84220 7.87677  -0.2258
O: 4.08337 -22.81156 8.91476  -0.0442
O: 2.06232 -21.12736 9.29718  -0.0705
H: 1.84672 -22.31126 7.59965  0.1125
H: 2.28986 -20.55868 7.37373  0.1126
H: 4.47792 -21.02430 8.04030  0.0761
H: 4.02253 -22.22613 6.84806  0.1387
H: 4.20889 -22.41516 9.74954  0.0192
H: 1.65230 -21.84831 9.75396  0.0773
C: 1.86530 -14.95061 11.46891  -0.2178
C: 2.61916 -16.31933 11.28236  -0.1955
O: 2.01197 -17.19847 10.28381  -0.1021
O: 2.40085 -13.91848 10.62713  -0.1105
H: 2.11906 -14.67072 12.48555  0.0976
H: 0.77339 -14.97257 11.40722  0.1138
H: 2.57065 -16.78923 12.24734  0.0927
H: 3.67313 -16.13671 10.97625  0.1132
H: 2.31902 -16.96827 9.36349  0.0781
H: 2.53604 -14.35350 9.75497  0.0283
C: 5.15778 -20.94795 13.36229  -0.2481
C: 4.45817 -20.16736 12.25986  -0.2071
O: 4.05285 -21.13660 11.29612  -0.0905
O: 4.41800 -22.03046 13.89757  -0.0794
H: 5.32001 -20.35337 14.25067  0.1135
H: 6.11471 -21.35955 13.00256  0.1220
H: 5.23725 -19.54949 11.84571  0.1013
H: 3.62244 -19.67024 12.70826  0.1195
H: 3.41859 -20.71001 10.69464  0.0632
H: 3.75558 -22.31832 13.25112  0.0772
C: 8.02988 -11.00484 9.01215  -0.2219
C: 8.54336 -12.40416 8.77027  -0.2235
O: 7.81552 -13.02489 7.69680  -0.1009
O: 8.15891 -10.15739 7.82958  -0.0816
H: 8.72137 -10.60341 9.79482  0.1249
H: 7.01551 -10.97868 9.38992  0.1080
H: 8.39089 -12.93543 9.70166  0.1162
H: 9.67281 -12.40222 8.62488  0.1448
H: 7.51790 -13.94452 7.91431  0.1027
H: 8.20258 -10.74321 7.04610  0.0769
C: 7.58498 -13.42311 4.11529  -0.2523
C: 7.55957 -14.92233 3.86571  -0.2389
O: 8.55487 -15.24202 2.87580  -0.0848
O: 8.57265 -13.04711 5.05349  -0.0651
H: 6.61174 -13.02072 4.38192  0.1057
H: 7.80447 -13.01308 3.08478  0.1313
H: 6.56430 -15.29040 3.49673  0.1161
H: 7.80001 -15.43781 4.84419  0.1273
H: 8.82965 -16.16553 2.94211  0.0371
H: 8.24931 -13.04488 5.94664  0.0103

Atoms 1-3, force components in eV/Å:
C -0.27 0.34 -0.18
F 0.29 -0.05 -0.12
F -0.62 0.18 0.75

## Properties
Orbital gap = 9.9841 eV
Charge = -1
Max |F| = 3.2 eV Å⁻¹

Entry from the Open Molecules 2025 dataset: 9 unconnected molecules or ions with the total composition C19H54N2O9 (ωB97M-V/def2-TZVPD).

Each line ends with the Löwdin charge.
Element x y z (Å)
C: -2.32746 -6.79428 1.14237  -0.1672
O: -1.42911 -5.79710 1.60878  -0.1212
H: -1.75932 -7.58363 0.65019  0.0801
H: -3.02080 -7.16233 1.89862  0.0774
H: -3.01909 -6.40150 0.39707  0.0734
H: -2.03152 -5.26572 2.13446  0.0725
O: 1.68310 -5.40685 -4.30452  -0.0457
H: 1.52836 -5.48121 -3.36284  0.0166
H: 1.13904 -6.09247 -4.69200  0.0371
O: -0.98775 -2.63082 -1.33785  -0.0449
H: -0.37811 -2.29336 -1.99414  0.0194
H: -0.50093 -3.32400 -0.89205  0.0176
O: -4.40127 -3.84488 -3.38507  -0.0537
H: -3.60745 -3.50813 -2.96952  0.0174
H: -5.02836 -3.12428 -3.32391  0.0280
O: 1.41992 -1.75834 -4.29239  -0.0475
H: 1.65768 -2.68152 -4.20610  0.0119
H: 2.22081 -1.33173 -4.59705  0.0381
O: 1.89886 -5.50427 -0.41926  -0.0472
H: 1.09968 -5.57829 0.10233  0.0151
H: 2.43744 -6.24447 -0.13952  0.0361
O: -0.92858 -2.59127 -7.04845  -0.0540
H: -0.44704 -2.90255 -6.28200  0.0118
H: -0.85656 -1.63772 -7.00616  0.0282
C: 2.53680 -0.82816 2.06331  -0.0330
C: 3.96441 -0.25143 2.18587  -0.4815
C: 4.24853 0.35320 3.54606  -0.1455
C: 4.68526 -0.60166 4.66965  -0.1669
C: 5.83212 -1.41488 4.05935  -0.1643
C: 5.43254 -2.24618 2.82724  -0.4864
N: 4.98778 -1.25941 1.82140  -0.1570
O: 4.90955 -1.72838 0.55728  0.0163
C: 6.79544 -2.87598 2.41128  -0.0303
C: 4.42729 -3.36538 3.19345  -0.0241
C: 4.03687 0.93309 1.15089  -0.0300
H: 2.29263 -1.52198 2.86774  0.0703
H: 2.38079 -1.22894 1.06175  0.0755
H: 1.73569 -0.09090 2.11613  0.0861
H: 5.00739 1.11444 3.36504  0.1186
H: 3.31442 0.79375 3.89454  0.1191
H: 3.82649 -1.22737 4.91280  0.1000
H: 5.14489 -0.17749 5.56235  0.1119
H: 6.13399 -2.05233 4.89041  0.1183
H: 6.61170 -0.69090 3.82230  0.1226
H: 7.03771 -3.62083 3.16931  0.0804
H: 6.59862 -3.46749 1.51714  0.0741
H: 7.53076 -2.10265 2.18912  0.0903
H: 4.90481 -4.13859 3.79531  0.0816
H: 3.52653 -3.09977 3.74679  0.0610
H: 4.03095 -3.83257 2.29193  0.0771
H: 5.07980 1.07715 0.86864  0.0852
H: 3.74629 1.90759 1.54335  0.0776
H: 3.42150 0.80134 0.26091  0.0754
H: 4.04845 -2.14941 0.61049  0.0781
C: -5.96699 5.93498 -1.56675  -0.0174
C: -4.58273 5.92181 -0.85871  -0.5347
C: -4.76055 5.39751 0.56517  -0.1298
C: -4.77659 3.81270 0.58180  -0.1754
C: -3.42242 3.26296 0.16220  -0.1301
C: -3.22552 3.78549 -1.32934  -0.4932
N: -3.48328 5.21511 -1.47933  -0.1000
O: -3.31502 5.62129 -2.83662  -0.0011
C: -1.73328 3.54299 -1.64180  -0.0270
C: -4.23420 2.99659 -2.15516  -0.0370
C: -4.17389 7.39872 -0.58082  -0.0394
H: -5.79374 6.23221 -2.60103  0.0807
H: -6.62588 6.58807 -0.99455  0.0857
H: -6.39218 4.93300 -1.50885  0.0626
H: -3.93776 5.74864 1.18794  0.1149
H: -5.66206 5.77178 1.05025  0.1160
H: -5.60746 3.38038 0.02428  0.0998
H: -4.95094 3.50351 1.61239  0.1022
H: -3.59128 2.18845 0.23312  0.1109
H: -2.56329 3.48441 0.79538  0.1158
H: -1.49216 2.48634 -1.52589  0.0849
H: -1.45977 3.87636 -2.64287  0.0745
H: -1.14168 4.16262 -0.96786  0.0848
H: -5.26022 3.36443 -2.16402  0.0684
H: -3.97349 3.08438 -3.20988  0.0802
H: -4.22300 1.93861 -1.89325  0.0925
H: -4.10973 7.84963 -1.57111  0.0776
H: -3.20322 7.52476 -0.10122  0.0845
H: -4.95087 7.83526 0.04673  0.0804
H: -3.97831 5.08989 -3.28301  0.0690

Atoms 1-3, force components in eV/Å:
C -0.42 -0.20 -0.95
O -0.61 -0.23 0.20
H -0.06 -0.10 0.36

## Properties
Relative energy (zero: lowest compared OMol25 entry of this formula, charge and spin) = 59.5 kcal/mol
Orbital gap = 8.2270 eV
Structure (SMILES) = CC1(C)CCCC(C)(C)N1O.CC1(C)CCCC(C)(C)N1O.CO.O.O.O.O.O.O
Max |F| = 3.8 eV Å⁻¹

Number 1: HOMO energy -7.6 eV. Number 2: HOMO energy -8.2 eV.